Computed, not measured: C31H45BrN2P2Ti as an isolated structure in a non-equilibrium geometry, with ωB97M-V with the def2-TZVPD basis set.

XYZ file:
```
82
Properties=species:S:1:pos:R:3
Br 0.23160 -1.71850 1.86060
Ti 0.00000 0.00000 0.00000
P -2.68160 -3.59400 -4.34300
P 1.89050 -0.90600 -1.02270
N 0.93760 1.39090 1.28140
N -1.07290 7.96150 -8.62090
C 4.77580 -0.49290 -0.75090
C -0.77700 8.32390 -7.36030
C -4.57170 -3.73400 -2.18230
C -0.80400 -3.64060 -4.20570
C 1.78550 -1.17230 -2.86000
C -0.20030 -5.04420 -4.35560
C -1.12580 5.65820 -7.86940
C -3.14570 -1.76490 -6.48860
C -1.24360 1.28810 -2.40120
C -1.24050 6.64730 -8.85090
C -3.16020 -3.26310 -2.55610
C -0.63730 7.42550 -6.29790
C 0.62260 3.36340 -2.62830
C -0.57270 4.24980 -4.60180
C 2.18670 -2.56840 -0.24240
C -0.68450 5.08010 -5.50090
C -1.37620 2.22890 -3.42730
C -0.37370 1.00370 3.30430
C 0.71280 0.70200 5.44510
C -0.44310 3.28860 -3.56090
C 2.04710 1.07960 3.45470
C -0.45370 0.77970 4.68090
C -0.81400 6.04080 -6.54110
C 3.17040 -3.54730 -0.89520
C 0.74460 2.41460 -1.60820
C 0.87800 1.14670 2.67920
C 1.96160 0.85320 4.83330
C -0.18270 1.35530 -1.46760
C 2.85920 -0.55170 -3.76310
C 3.38640 0.15670 -0.72130
C -2.88010 -1.83680 -4.97940
H 2.45640 -2.33380 0.80370
H 1.35010 4.17680 -2.71790
H -4.65250 -3.91120 -1.09470
H 0.32880 2.17350 1.00540
H -1.42140 0.66750 5.15440
H -2.40610 -3.71660 -1.88250
H 1.58040 2.50170 -0.90400
H -3.80750 -2.58660 -6.81450
H 5.54870 0.28140 -0.59820
H -1.27360 4.60290 -8.11690
H 4.88360 -1.22780 0.06450
H 0.87090 -4.98730 -4.62100
H -0.39520 7.78030 -5.29190
H 1.18070 -3.02330 -0.19040
H -3.08580 -2.16620 -2.42700
H -4.83120 -4.67910 -2.69030
H 3.41250 -4.35780 -0.18480
H 4.11670 -3.06320 -1.18450
H 2.86310 0.79550 5.42890
H 1.72260 -2.26760 -2.99820
H 4.99230 -0.99980 -1.70520
H 2.73640 -4.01690 -1.79460
H -1.98750 -1.23930 -4.70700
H -2.20370 2.15720 -4.14080
H 1.81710 1.79780 0.97880
H -0.28220 -5.62840 -3.42290
H 2.92290 0.54020 -3.61780
H 3.86020 -0.97710 -3.58800
H 2.60010 -0.72770 -4.82230
H -3.73460 -1.40390 -4.42560
H 3.01900 1.19660 2.99260
H -5.33090 -2.98220 -2.46240
H -2.20950 -1.84050 -7.07060
H 0.78810 -0.79020 -3.14140
H -0.64240 9.40030 -7.18510
H -1.48190 6.36390 -9.88470
H -0.49270 -3.17080 -3.25160
H -3.62650 -0.80820 -6.76100
H 3.30990 0.98350 -1.45290
H 0.64820 0.52770 6.51110
H -1.98240 0.48150 -2.32630
H -0.71940 -5.61250 -5.14740
H -1.28380 1.06550 2.71980
H 3.19680 0.59120 0.27600
H -0.42320 -2.99100 -5.01630
```

strongest force on any atom: 0.0927 hartree/bohr
E_HOMO (spin up / spin down): -12.5 / -12.7 eV
⟨S²⟩: 2.013
energy relative to the best compared isomer or geometry (same formula, charge and spin): 210.61 kJ/mol
charge: +2
Kohn-Sham gap (spin up / spin down): 6.1322 / 2.7450 eV
spin multiplicity: 3

Atom charges from the Löwdin analysis, given in e for atoms 1 to 2: atom 1 (Br): 0.303, atom 2 (Ti): 0.671

***

Computed, not measured: C31H45BrN5O2Sm as an isolated structure in a non-equilibrium geometry, with ωB97M-V with the def2-TZVPD basis set.

XYZ file:
```
85
Properties=species:S:1:pos:R:3
Sm 0.31290 -0.10181 -0.60902
Br -0.16051 1.47280 -3.12821
O 1.11152 -4.47120 0.86560
O 0.87606 -2.19480 0.74127
N -3.01881 -3.50662 -0.31058
N 0.73695 -3.50141 -1.14941
N 2.12358 0.10366 -2.13492
N -2.01506 -1.67656 -1.01745
N 0.66045 -2.36846 -1.99578
C 0.89541 2.06362 1.02738
C -2.51841 -2.34880 -2.12600
C -0.17806 2.54643 0.20597
C -3.52083 -4.17528 -3.96209
C -3.38524 3.24513 1.43306
C 1.22333 -4.22859 2.32241
C 1.64749 0.65016 -3.23101
C -3.01192 -2.89193 -4.35168
C -1.04933 0.99429 1.61226
C -2.80330 2.40474 0.22904
C -0.20421 -0.58079 3.76981
C -2.41646 -2.38698 0.05940
C -3.75273 1.19565 -0.17745
C 2.21789 0.40596 -4.49068
C 3.89030 -0.94369 -3.33980
C 0.97446 1.54499 4.32253
C -3.00110 -3.62137 -1.71796
C -1.39136 1.93560 0.61653
C -3.50517 -4.55671 -2.60754
C 2.52872 3.31798 -0.32738
C 0.83127 0.44999 3.25035
C -2.58074 -1.94556 -3.45971
C 2.03045 4.07521 2.02862
C 2.12993 -0.39548 3.07483
C 3.49589 2.11614 1.54881
C 3.29524 -0.56384 -2.12116
C -2.66254 3.42601 -0.92213
C 3.36176 -0.43845 -4.55224
C 0.36364 1.07676 1.92952
C 2.24491 2.82604 1.10493
C 0.94003 -3.34598 0.18047
H -3.84915 -4.87733 -4.75224
H -1.80898 0.33717 2.09016
H -3.89011 0.41755 0.58478
H 1.37314 4.77591 1.52058
H 1.73794 3.98270 -0.74386
H -2.83148 4.17458 1.50068
H 0.09207 -0.99286 4.74237
H 3.80415 -0.80578 -5.50031
H -2.25111 -2.13988 1.10421
H 2.03777 -3.52609 2.37153
H 1.62692 -5.19277 2.65089
H -0.36999 -1.41775 3.10223
H -0.09686 3.33031 -0.52322
H 3.63632 1.11498 1.13443
H -3.46865 2.64894 2.34945
H 3.03895 4.53229 2.16292
H 2.93770 0.38970 3.08343
H 2.09852 -0.98886 2.14866
H 1.08654 1.13858 5.31184
H 0.87642 -4.39749 -1.57082
H 0.06789 2.19247 4.35276
H -3.60353 3.78697 -1.34408
H 4.77903 -1.52202 -3.39884
H 3.36527 4.01725 -0.28940
H -2.12526 4.32137 -0.63612
H 1.56096 3.87147 3.02501
H 2.69677 2.55420 -1.07661
H 2.28886 -1.04806 3.94256
H -3.43715 -4.12532 0.31864
H -2.16931 2.99881 -1.75238
H -1.17074 -0.09053 3.91172
H 1.49204 -2.14829 -2.53470
H -2.20487 -0.97003 -3.76762
H 4.47072 2.69167 1.37885
H -4.36850 3.65885 1.17497
H 3.74141 -0.74533 -1.15787
H 0.23522 -3.89791 2.76014
H -4.76491 1.59165 -0.38479
H 1.70987 0.74594 -5.40593
H -3.90149 -5.46679 -2.15869
H -3.37901 0.71541 -1.11139
H 3.52276 1.87360 2.64047
H -0.17072 -2.55439 -2.61312
H -2.99980 -2.74854 -5.41139
H 1.86798 2.18683 4.17950
```

strongest force on any atom: 0.0719 hartree/bohr
E_HOMO (spin up / spin down): -13.0 / -13.0 eV
⟨S²⟩: 8.784
energy relative to the best compared isomer or geometry (same formula, charge and spin): 43.01 kJ/mol
charge: +2
Kohn-Sham gap (spin up / spin down): 6.3942 / 6.6732 eV
spin multiplicity: 6

Atom charges from the Löwdin analysis, given in e for atoms 1 to 2: atom 1 (Sm): 1.635, atom 2 (Br): 0.860

***

Computed, not measured: C31H45F13NO30S2V as an isolated structure in a non-equilibrium geometry, with ωB97M-V with the def2-TZVPD basis set.

XYZ file:
```
123
Properties=species:S:1:pos:R:3
V 2.77460 -0.14371 2.58614
S -0.17440 0.21743 0.97371
S 0.98157 -2.29114 0.90946
F 0.77845 -3.71958 3.29282
F -2.44036 2.02265 7.98637
F -0.56672 5.80976 0.39530
F -0.57961 -0.24049 -1.68048
F -1.03532 3.05071 -6.73864
F -1.90397 -5.83972 -3.79023
F -0.96712 -2.42587 2.78630
F 3.16836 -5.98270 0.41914
F -0.64091 -4.35600 1.76478
F -3.98124 -0.03034 -0.43026
F 1.29799 0.68173 -1.26030
F -4.88769 2.50702 -1.93769
F -0.48834 1.93084 -1.15885
O 1.58399 5.47838 -4.81925
O 2.03457 2.00212 3.20158
O 2.19770 1.09155 -4.46687
O -2.09079 -3.97544 -4.82958
O 1.61290 5.05195 0.48664
O -2.72543 3.16227 -0.11402
O -0.92430 2.28217 6.24015
O -0.08058 1.57718 1.51458
O 3.86149 0.26658 0.61565
O -2.14890 3.78335 5.14425
O -0.77896 -7.76717 1.14136
O -5.04393 -1.97734 -0.87370
O 1.33715 -8.61166 1.38867
O 1.42418 4.77326 -1.70359
O -4.78865 3.45641 0.10936
O 2.30051 3.11161 -0.46836
O 0.31502 -2.45594 -0.37236
O -0.23781 4.30912 -4.23276
O -3.70462 -2.45846 -2.47304
O 0.99257 3.55098 -5.92411
O -0.70109 -2.67930 -3.80601
O -1.50054 -0.45156 1.10538
O -0.47230 2.54685 4.08547
O -3.43491 2.95439 1.93821
O 2.35486 -2.73299 0.96656
O 1.08332 -6.49812 0.74563
O 1.65391 -0.50822 4.71569
O -3.22302 -5.17591 4.28590
O -2.33526 -1.87246 -5.39322
O -5.90114 -3.20008 -2.56710
N 1.07736 -0.58431 1.46491
C -2.85374 -4.03871 5.09227
C -2.69449 3.81974 6.51996
C -3.63892 3.22984 0.75227
C 1.01474 6.08455 -1.35234
C -0.58129 -3.97136 -3.23991
C -0.74900 2.95898 -4.38617
C 0.31705 -0.42897 5.09642
C 3.71105 -0.62997 -3.86216
C -1.67517 -2.77812 -4.79781
C 4.40340 0.73599 -3.95829
C -0.18559 2.71745 -5.77885
C -1.18372 2.84589 5.08693
C 1.78926 4.20479 -0.55356
C 0.75239 6.10789 0.18083
C -4.94541 -2.63300 -1.99605
C 0.01052 0.71149 -0.90555
C -3.12885 3.69722 -1.28980
C 0.86610 4.46608 -4.94053
C 0.01506 -3.26966 2.31816
C 2.56428 3.27058 3.40831
C 2.37369 -0.33012 -4.37869
C -1.76227 2.90005 7.27077
C 2.56161 -8.06269 0.89681
C 3.18955 1.60806 -3.71055
C -3.88291 -1.31763 -0.41618
C 4.99461 -0.44613 0.10582
C -2.90802 -1.71146 -1.57937
C -1.16537 -4.85000 -4.25039
C -4.54727 3.63874 -1.24937
C 2.34361 -6.58185 1.22936
C 0.41658 -7.67037 0.95754
H 4.81877 -1.50757 -0.06888
H -1.10319 -3.95101 -2.28320
H 4.19343 -1.43237 -4.42036
H -0.50865 -5.22936 -5.03328
H -3.72178 3.45535 6.52166
H 2.16419 -0.79501 -5.34206
H 0.12860 6.48074 -1.84821
H -3.35810 -1.71522 0.45250
H 3.36063 2.64374 -4.00415
H -0.48648 2.32783 -3.53716
H -2.69818 4.68963 -1.42301
H 2.10030 -0.84254 5.49708
H 0.25517 0.12145 6.03520
H -2.17833 -4.48955 5.81936
H 2.64802 -8.25682 -0.17228
H -2.70597 3.07879 -2.08151
H 5.29002 0.11162 -0.78286
H -3.71604 -3.54534 5.54073
H 0.05482 1.65487 -5.81391
H 3.38844 -8.48349 1.46897
H 2.14475 4.06221 2.78749
H -1.19968 3.57776 7.91286
H -2.52531 -0.79031 -2.01881
H 1.08839 2.15900 3.16003
H 5.88773 -0.42559 0.73033
H -0.24130 -0.01233 4.25811
H 4.76802 0.98513 -4.95483
H -0.16002 -1.40552 5.17931
H -3.82527 -4.87076 3.60343
H 1.88887 6.69763 -1.57177
H 2.74087 3.57624 4.43956
H 3.75937 -1.09331 -2.87673
H -2.28630 -3.36537 4.44983
H 5.22721 0.83969 -3.25212
H 3.62802 1.02923 0.08138
H 3.59245 3.18729 3.05611
H 0.43803 -4.23884 -2.96147
H -5.01108 4.48928 -1.74892
H -1.82370 3.08385 -4.51860
H -2.52650 4.81080 6.94148
H 2.80283 1.70344 -2.69593
H -2.06023 -2.33432 -1.29410
H 1.03644 7.03702 0.67493
H 1.66275 -0.69500 -3.63739
H 2.57435 -6.23970 2.23821
```

strongest force on any atom: 0.1310 hartree/bohr
E_HOMO (spin up / spin down): -5.2 / -9.6 eV
⟨S²⟩: 6.003
Kohn-Sham gap (spin up / spin down): 5.3088 / 9.6169 eV
spin multiplicity: 5

Atom charges from the Löwdin analysis, given in e for atoms 1 to 2: atom 1 (V): 0.704, atom 2 (S): 0.642